(1)
Computed, not measured: an isolated molecule of C3H6F2N2 in a non-equilibrium geometry, with ωB97M-V/def2-TZVPD.

Geometry (Å):
C -0.90 -0.55 0.60
F -0.51 0.17 -2.45
C -0.20 0.79 -1.33
H 0.94 0.21 1.51
H 2.17 0.02 -0.49
H 0.97 -1.54 1.40
N 1.48 -0.75 -0.31
H 0.05 1.82 -1.50
H -1.46 -0.34 1.43
H -1.10 -1.55 0.01
F -1.06 1.80 0.47
N -1.05 0.62 -0.22
C 0.67 -0.69 0.87

The relative energy (zero: lowest compared OMol25 entry of this formula, charge and spin) is 5.891 eV. As for the orbital gap (alpha / beta): 8.836 / 8.310 eV. Its electronic energy is -426.93315 a.u. As for the strongest force on any atom: 0.088 hartree/bohr. The calculation puts the HOMO energy (alpha / beta) at -8.74 / -8.33 eV.

(2)
Computed, not measured: a cluster of 3 separate species, C3H6F2NS in total in a non-equilibrium geometry, with ωB97M-V/def2-TZVPD.

Geometry (Å):
C -0.40 2.69 0.84
F -0.60 -1.71 0.70
N 0.62 -1.33 0.09
H -0.15 2.35 -0.13
H 0.57 3.22 1.43
H 0.25 -1.93 -2.31
C -0.88 1.67 1.57
F 0.27 -0.19 -0.53
H 0.29 -3.52 -1.39
C 0.78 -2.60 -1.64
H 1.83 -2.73 -1.79
H -1.02 3.49 0.80
S -1.56 0.59 2.35

As for the orbital gap (alpha / beta): 1.308 / 3.672 eV. Its electronic energy is -769.88874 a.u. The spin multiplicity is 3. As for the net charge: +1. As for the strongest force on any atom: 0.106 hartree/bohr. The calculation puts the HOMO energy (alpha / beta) at -9.05 / -13.45 eV.

(3)
Computed, not measured: an isolated molecule of C3H6F3N3 in a non-equilibrium geometry, with ωB97M-V/def2-TZVPD.

Geometry (Å):
C -1.83 -0.23 -0.18
F 2.53 -0.94 -0.58
H -1.01 -0.76 1.62
H -2.72 -1.02 -0.28
F 0.93 -2.20 -0.93
H 1.98 1.09 0.09
N 0.12 1.91 1.01
C 1.00 1.11 0.56
H 0.45 2.93 1.14
C 1.24 -1.00 -0.75
H -1.29 0.02 -1.14
N 0.57 -0.45 0.44
F 1.04 -0.31 -1.89
H -2.21 0.71 0.22
N -0.79 -0.87 0.65

The relative energy (zero: lowest compared OMol25 entry of this formula, charge and spin) is 2.025 eV. As for the orbital gap: 10.222 eV. Its SMILES is [H]/N=C/N(NC)C(F)(F)F. Its electronic energy is -581.70379 a.u. As for the strongest force on any atom: 0.085 hartree/bohr. The calculation puts the HOMO energy at -9.26 eV.

(4)
Computed, not measured: an isolated molecule of C3H6FN in a non-equilibrium geometry, with ωB97M-V/def2-TZVPD.

Geometry (Å):
N 0.38 -1.09 -0.71
H -0.96 0.61 1.30
C 0.12 0.47 1.21
H 1.47 0.71 -0.49
H -1.51 -0.17 -1.00
H -0.39 0.26 -2.31
F 0.37 -0.71 2.07
C -0.47 -0.04 -1.28
C 0.51 0.27 -0.24
H -0.18 -1.69 -0.04
H 0.68 1.39 1.49

The relative energy (zero: lowest compared OMol25 entry of this formula, charge and spin) is 0.818 eV. As for the orbital gap: 10.793 eV. Its SMILES is FC[C@@H]1CN1. Its electronic energy is -272.46107 a.u. As for the strongest force on any atom: 0.048 hartree/bohr. The calculation puts the HOMO energy at -9.66 eV.

(5)
Computed, not measured: an isolated molecule of C3H6FN in a non-equilibrium geometry, with ωB97M-V/def2-TZVPD.

Geometry (Å):
H -1.70 -1.19 -0.61
H 1.31 -0.38 1.24
H -0.98 -0.73 1.14
C 0.10 -0.09 -0.50
H 0.08 1.54 0.55
C 1.37 -0.03 0.21
F -1.95 0.77 0.00
H 0.02 -0.33 -1.50
H 2.20 -0.35 -0.42
C -1.22 -0.43 0.08
N 0.77 1.21 -0.17

The relative energy (zero: lowest compared OMol25 entry of this formula, charge and spin) is 1.068 eV. As for the orbital gap: 11.047 eV. Its SMILES is FC[C@@H]1CN1. Its electronic energy is -272.45190 a.u. As for the strongest force on any atom: 0.051 hartree/bohr. The calculation puts the HOMO energy at -9.95 eV.

(6)
Computed, not measured: an isolated molecule of C3H6FN3 in a non-equilibrium geometry, with ωB97M-V/def2-TZVPD.

Geometry (Å):
C 0.90 -0.63 -0.26
H -1.49 -1.94 0.40
H 2.09 1.15 0.62
H 1.09 -1.69 -0.48
F 3.16 -0.47 0.00
N -0.41 -0.12 -0.07
H 0.00 1.61 0.67
N -2.77 -0.45 0.09
C 1.94 0.04 0.20
H -2.90 0.58 -0.46
C -1.57 -0.87 0.09
N -0.51 1.30 -0.09
H 0.46 1.49 -0.72

The relative energy (zero: lowest compared OMol25 entry of this formula, charge and spin) is 3.416 eV. As for the orbital gap: 9.307 eV. Its SMILES is [H]/N=C\N(N)/C=C/F. Its electronic energy is -381.90621 a.u. As for the strongest force on any atom: 0.100 hartree/bohr. The calculation puts the HOMO energy at -8.57 eV.